Record 1
Entry from the Open Molecules 2025 dataset: a molecular structure, C15H29N4NiSi (ωB97M-V/def2-TZVPD).

The calculation puts the gap between HOMO and LUMO (alpha / beta) at 7.43 / 7.59 eV. The value obtained for the HOMO energy (alpha / beta) is -10.138 / -10.389 eV. Its charge is +1. Its multiplicity is 3. Its expectation value of S² is 2.01.

CARTESIAN COORDINATES (ANGSTROEM)
1 Ni 0.400 0.119 -0.381
2 C -0.089 1.263 2.287
3 C 0.469 2.421 1.419
4 N 1.322 1.956 0.301
5 C 2.757 1.744 0.594
6 C 3.250 0.326 0.307
7 C 4.558 -0.074 0.519
8 C 4.873 -1.408 0.308
9 C 3.885 -2.312 -0.070
10 C 2.604 -1.839 -0.273
11 C 1.412 -2.698 -0.671
12 N 0.163 -2.075 -0.209
13 C -0.199 -2.366 1.194
14 C -0.775 -1.135 1.880
15 N 0.215 -0.060 1.722
16 N 2.337 -0.540 -0.113
17 H -1.171 1.362 2.354
18 H 0.299 1.341 3.303
19 H 1.005 3.138 2.042
20 H -0.361 2.956 0.959
21 H 1.238 2.637 -0.441
22 H 2.944 1.957 1.649
23 H 3.357 2.458 0.031
24 H 5.308 0.635 0.848
25 H 5.889 -1.750 0.462
26 H 4.110 -3.364 -0.194
27 H 1.545 -3.714 -0.290
28 H 1.371 -2.768 -1.759
29 H -0.597 -2.322 -0.827
30 H 0.713 -2.683 1.711
31 H -0.905 -3.194 1.262
32 H -0.997 -1.367 2.925
33 H -1.696 -0.815 1.394
34 H 1.091 -0.403 2.099
35 C -3.322 2.465 -2.132
36 Si -2.990 0.717 -1.617
37 C -3.717 0.515 0.090
38 C -3.825 -0.446 -2.788
39 C -1.203 0.329 -1.598
40 H -4.390 2.659 -2.274
41 H -2.813 2.681 -3.076
42 H -2.957 3.176 -1.382
43 H -4.780 0.779 0.105
44 H -3.211 1.170 0.812
45 H -3.632 -0.520 0.439
46 H -4.884 -0.184 -2.875
47 H -3.765 -1.488 -2.458
48 H -3.382 -0.381 -3.787
49 H -0.694 1.259 -1.332
50 H -0.760 -0.156 -2.472

How is the electron density shared among the atoms? According to Mulliken, the charges in e are: atom 1 (Ni): -0.04, atom 2 (C): -0.54, atom 3 (C): -0.96, atom 4 (N): -0.01, atom 5 (C): -1.19, atom 6 (C): 0.68, atom 7 (C): -0.91, atom 8 (C): -0.31, atom 9 (C): -0.97, atom 10 (C): 0.91, atom 11 (C): -1.30, atom 12 (N): -0.05, atom 13 (C): -0.94, atom 14 (C): -0.02, atom 15 (N): -0.11, atom 16 (N): 0.23, atom 17 (H): 0.33, atom 18 (H): 0.41, atom 19 (H): 0.38, atom 20 (H): 0.44, atom 21 (H): 0.37, atom 22 (H): 0.36, atom 23 (H): 0.53, atom 24 (H): 0.48, atom 25 (H): 0.43, atom 26 (H): 0.48, atom 27 (H): 0.45, atom 28 (H): 0.42, atom 29 (H): 0.37, atom 30 (H): 0.35, atom 31 (H): 0.48, atom 32 (H): 0.46, atom 33 (H): -0.30, atom 34 (H): 0.34, atom 35 (C): -1.04, atom 36 (Si): 0.14, atom 37 (C): -0.95, atom 38 (C): -1.02, atom 39 (C): -0.22, atom 40 (H): 0.33, atom 41 (H): 0.31, atom 42 (H): 0.29, atom 43 (H): 0.43, atom 44 (H): 0.21, atom 45 (H): 0.24, atom 46 (H): 0.30, atom 47 (H): 0.29, atom 48 (H): 0.33, atom 49 (H): -0.52, atom 50 (H): 0.65

---

Record 2
Entry from the Open Molecules 2025 dataset: C7H10 in the gas phase (ωB97M-V/def2-TZVPD).

The calculation puts the gap between HOMO and LUMO at 10.45 eV. The value obtained for the HOMO energy is -9.247 eV. For the energy above the lowest of the compared OMol25 structures with the same formula, charge and spin, the calculation gives 255.2 kJ/mol.

CARTESIAN COORDINATES (ANGSTROEM)
1 C 1.647 0.790 0.582
2 C 1.578 -0.682 0.354
3 C 0.625 -0.936 -0.817
4 C -0.510 -0.162 -0.045
5 C -2.000 -0.361 -0.107
6 C -1.468 0.953 -0.581
7 C 0.476 0.013 1.127
8 H 1.460 1.434 -0.275
9 H 2.386 1.162 1.286
10 H 2.351 -1.356 0.727
11 H 0.479 -2.008 -1.009
12 H 0.938 -0.457 -1.749
13 H -2.391 -1.013 -0.884
14 H -2.600 -0.348 0.800
15 H -1.569 1.191 -1.644
16 H -1.709 1.827 0.035
17 H 0.307 -0.049 2.201

How is the electron density shared among the atoms? According to Mulliken, the charges in e are: atom 1 (C): -0.57, atom 2 (C): -0.14, atom 3 (C): -0.79, atom 4 (C): 0.49, atom 5 (C): -0.48, atom 6 (C): -0.72, atom 7 (C): -0.56, atom 8 (H): 0.16, atom 9 (H): 0.27, atom 10 (H): 0.37, atom 11 (H): 0.30, atom 12 (H): 0.31, atom 13 (H): 0.24, atom 14 (H): 0.24, atom 15 (H): 0.25, atom 16 (H): 0.24, atom 17 (H): 0.39

---

Record 3
Entry from the Open Molecules 2025 dataset: a molecular structure, C42H36I2N4O4P2TeTi (ωB97M-V/def2-TZVPD).

The calculation puts the gap between HOMO and LUMO (alpha / beta) at 6.52 / 6.53 eV. The value obtained for the HOMO energy (alpha / beta) is -12.678 / -12.678 eV. Its charge is +2. For the energy above the lowest of the compared OMol25 structures with the same formula, charge and spin, the calculation gives 77.1 kJ/mol.

CARTESIAN COORDINATES (ANGSTROEM)
1 Ti 0.541 -0.831 -0.378
2 O -2.304 2.321 -0.923
3 C -1.186 1.634 -0.714
4 O -1.280 0.217 -0.861
5 C 0.083 2.051 -0.563
6 C 0.534 3.424 -0.486
7 C 1.843 3.690 -0.333
8 C 2.801 2.612 -0.192
9 C 2.363 1.351 -0.288
10 N 1.029 1.023 -0.524
11 C 3.164 0.125 -0.019
12 O 4.307 0.060 0.287
13 O 2.328 -0.967 -0.110
14 H -2.786 2.435 -0.088
15 H -0.205 4.208 -0.579
16 H 2.190 4.713 -0.297
17 H 3.845 2.800 0.015
18 I -2.848 2.110 2.713
19 C -0.954 2.710 3.473
20 I 0.667 1.397 3.081
21 H -1.064 2.779 4.547
22 H -0.716 3.672 3.039
23 Te -0.828 -3.545 -1.440
24 C -1.510 -4.656 -3.098
25 C -0.687 -5.568 -3.736
26 C -1.246 -6.349 -4.740
27 N -2.520 -6.267 -5.111
28 C -3.300 -5.407 -4.465
29 C -2.850 -4.584 -3.441
30 C -0.103 -1.631 -2.285
31 P -1.387 -0.420 -2.454
32 C -1.168 0.979 -3.528
33 C -2.313 1.606 -4.039
34 C -2.190 2.749 -4.808
35 C -0.936 3.290 -5.051
36 C 0.200 2.701 -4.510
37 C 0.093 1.552 -3.750
38 C -3.073 -0.997 -2.541
39 C -3.803 -1.233 -1.376
40 C -5.112 -1.675 -1.463
41 C -5.703 -1.870 -2.705
42 C -4.981 -1.632 -3.867
43 C -3.665 -1.207 -3.790
44 P 1.249 -1.556 -3.598
45 C 2.691 -2.361 -2.837
46 C 2.754 -3.680 -2.384
47 C 3.921 -4.171 -1.821
48 C 5.044 -3.358 -1.717
49 C 5.002 -2.055 -2.188
50 C 3.831 -1.562 -2.744
51 C 0.709 -2.728 -4.883
52 C 1.602 -3.622 -5.470
53 C 1.211 -4.375 -6.570
54 C -0.067 -4.244 -7.093
55 C -0.957 -3.343 -6.523
56 C -0.562 -2.585 -5.435
57 H 0.359 -5.678 -3.484
58 H -0.633 -7.069 -5.271
59 H -4.342 -5.381 -4.769
60 H -3.534 -3.927 -2.924
61 H -3.298 1.220 -3.825
62 H -3.076 3.221 -5.209
63 H -0.844 4.182 -5.657
64 H 1.174 3.135 -4.687
65 H 0.982 1.099 -3.344
66 H -3.356 -1.068 -0.407
67 H -5.677 -1.858 -0.559
68 H -6.730 -2.202 -2.767
69 H -5.441 -1.777 -4.835
70 H -3.119 -1.012 -4.704
71 H 1.900 -4.334 -2.488
72 H 3.964 -5.198 -1.481
73 H 5.956 -3.747 -1.283
74 H 5.878 -1.423 -2.119
75 H 3.798 -0.543 -3.117
76 H 2.606 -3.730 -5.082
77 H 1.911 -5.067 -7.021
78 H -0.369 -4.836 -7.947
79 H -1.953 -3.231 -6.933
80 H -1.253 -1.870 -5.003
81 C 1.794 -3.316 1.785
82 C 0.453 -2.732 2.053
83 N -0.199 -1.816 1.325
84 C -1.414 -1.578 1.957
85 C -1.494 -2.353 3.057
86 N -0.312 -3.067 3.095
87 H 1.914 -3.553 0.728
88 H 1.929 -4.229 2.363
89 H 2.582 -2.614 2.057
90 H -2.115 -0.851 1.589
91 H -2.258 -2.459 3.806
92 H -0.058 -3.746 3.795

How is the electron density shared among the atoms? According to Mulliken, the charges in e are: atom 1 (Ti): -1.99, atom 2 (O): -0.60, atom 3 (C): -0.58, atom 4 (O): 1.82, atom 5 (C): 0.40, atom 6 (C): -1.21, atom 7 (C): -0.95, atom 8 (C): -0.44, atom 9 (C): -0.21, atom 10 (N): 1.22, atom 11 (C): 0.16, atom 12 (O): -0.59, atom 13 (O): 0.32, atom 14 (H): 0.24, atom 15 (H): 0.65, atom 16 (H): 0.52, atom 17 (H): 0.64, atom 18 (I): 0.06, atom 19 (C): -0.85, atom 20 (I): 0.18, atom 21 (H): 0.47, atom 22 (H): 0.38, atom 23 (Te): 0.40, atom 24 (C): 0.54, atom 25 (C): -0.15, atom 26 (C): -0.60, atom 27 (N): -0.55, atom 28 (C): -0.83, atom 29 (C): -0.16, atom 30 (C): -0.20, atom 31 (P): 2.35, atom 32 (C): 1.81, atom 33 (C): -0.90, atom 34 (C): -0.87, atom 35 (C): -0.75, atom 36 (C): -0.99, atom 37 (C): -0.58, atom 38 (C): 0.64, atom 39 (C): -0.73, atom 40 (C): -0.81, atom 41 (C): -0.85, atom 42 (C): -1.01, atom 43 (C): -0.23, atom 44 (P): 0.23, atom 45 (C): 0.75, atom 46 (C): 0.29, atom 47 (C): -0.79, atom 48 (C): -0.66, atom 49 (C): -0.67, atom 50 (C): -0.77, atom 51 (C): 0.68, atom 52 (C): -0.58, atom 53 (C): -0.85, atom 54 (C): -0.70, atom 55 (C): -0.49, atom 56 (C): 0.14, atom 57 (H): 0.34, atom 58 (H): 0.43, atom 59 (H): 0.40, atom 60 (H): 0.54, atom 61 (H): 0.58, atom 62 (H): 0.48, atom 63 (H): 0.45, atom 64 (H): 0.54, atom 65 (H): 0.25, atom 66 (H): 0.22, atom 67 (H): 0.48, atom 68 (H): 0.45, atom 69 (H): 0.51, atom 70 (H): 0.47, atom 71 (H): -0.07, atom 72 (H): 0.51, atom 73 (H): 0.42, atom 74 (H): 0.49, atom 75 (H): 0.46, atom 76 (H): 0.43, atom 77 (H): 0.44, atom 78 (H): 0.44, atom 79 (H): 0.48, atom 80 (H): -0.12, atom 81 (C): -1.00, atom 82 (C): 0.12, atom 83 (N): 1.25, atom 84 (C): -0.53, atom 85 (C): -0.92, atom 86 (N): -0.02, atom 87 (H): -0.02, atom 88 (H): 0.54, atom 89 (H): 0.25, atom 90 (H): 0.25, atom 91 (H): 0.46, atom 92 (H): 0.22

---

Record 4
Entry from the Open Molecules 2025 dataset: 12 unconnected molecules or ions with the total composition C32H72N4O20 (ωB97M-V/def2-TZVPD).

The calculation puts the gap between HOMO and LUMO at 1.50 eV. The value obtained for the HOMO energy is 1.098 eV. Its charge is -4.

CARTESIAN COORDINATES (ANGSTROEM)
1 C -0.632 1.144 1.085
2 C -1.537 -0.114 0.949
3 C -2.839 0.032 0.188
4 O -2.491 0.368 -1.158
5 C -3.627 0.301 -2.016
6 N -0.701 -1.257 0.167
7 H -0.523 -0.814 -0.723
8 H 0.163 -1.535 0.612
9 H -1.373 -1.991 -0.009
10 H 0.343 0.893 1.502
11 H -0.904 1.903 1.819
12 H -0.530 1.776 0.203
13 H -1.671 -0.475 1.969
14 H -3.416 0.817 0.676
15 H -3.459 -0.860 0.283
16 H -3.766 -0.744 -2.294
17 H -3.348 0.833 -2.926
18 H -4.417 0.915 -1.583
19 C -0.185 4.698 -4.419
20 C 1.219 5.256 -4.451
21 C 2.015 4.950 -3.177
22 O 3.384 5.338 -3.222
23 C 3.630 6.737 -3.017
24 N 2.055 4.790 -5.649
25 H 1.682 5.019 -6.560
26 H 2.953 5.239 -5.539
27 H 2.200 3.796 -5.553
28 H -0.120 3.626 -4.236
29 H -0.833 4.791 -5.291
30 H -0.833 5.023 -3.605
31 H 1.230 6.340 -4.566
32 H 1.810 3.898 -2.977
33 H 1.477 5.363 -2.324
34 H 4.627 6.963 -3.393
35 H 3.625 7.017 -1.963
36 H 2.993 7.411 -3.590
37 C 5.243 -6.818 -0.984
38 C 4.817 -7.780 -2.100
39 C 3.613 -8.632 -1.678
40 O 3.131 -9.575 -2.575
41 C 2.306 -10.583 -2.037
42 N 4.598 -7.017 -3.392
43 H 3.930 -6.272 -3.251
44 H 5.436 -6.566 -3.729
45 H 4.221 -7.528 -4.177
46 H 4.387 -6.171 -0.793
47 H 6.121 -6.219 -1.226
48 H 5.350 -7.474 -0.120
49 H 5.658 -8.418 -2.373
50 H 2.776 -7.972 -1.450
51 H 3.882 -9.249 -0.821
52 H 2.844 -11.237 -1.350
53 H 2.002 -11.340 -2.759
54 H 1.438 -10.170 -1.523
55 C 5.515 1.808 7.109
56 C 4.005 2.156 6.819
57 C 3.898 3.501 5.985
58 O 4.559 3.470 4.720
59 C 4.919 4.817 4.211
60 N 3.373 1.081 5.955
61 H 2.397 1.306 5.823
62 H 3.810 1.113 5.045
63 H 3.476 0.188 6.416
64 H 5.775 1.145 7.934
65 H 5.775 2.811 7.449
66 H 6.009 1.378 6.238
67 H 3.308 2.286 7.647
68 H 4.321 4.291 6.605
69 H 2.830 3.663 5.845
70 H 4.615 5.639 4.859
71 H 4.367 5.072 3.306
72 H 5.992 4.859 4.024
73 C 0.002 -2.376 -5.608
74 C 1.302 -1.818 -4.941
75 O 1.569 -0.630 -5.130
76 O 1.987 -2.574 -4.208
77 H -0.710 -1.580 -5.825
78 H -0.412 -3.026 -4.837
79 H 0.312 -2.912 -6.505
80 C 7.060 -3.118 3.280
81 C 6.864 -2.130 2.141
82 O 5.712 -1.770 1.877
83 O 7.875 -1.801 1.512
84 H 6.279 -3.094 4.040
85 H 7.946 -2.964 3.895
86 H 6.906 -4.159 2.996
87 C -4.038 3.450 5.744
88 C -3.223 2.617 6.787
89 O -3.695 2.467 7.948
90 O -2.151 2.060 6.410
91 H -3.445 3.674 4.857
92 H -4.510 4.313 6.214
93 H -4.898 2.814 5.536
94 C 0.088 7.665 2.693
95 C 0.302 8.994 2.081
96 O -0.019 9.150 0.902
97 O 0.724 10.005 2.729
98 H -0.886 7.290 2.379
99 H 0.277 7.533 3.758
100 H 0.813 6.902 2.409
101 C -2.644 -7.606 -2.252
102 C -3.450 -7.154 -1.077
103 O -4.523 -7.748 -0.842
104 O -3.009 -6.126 -0.386
105 H -1.601 -7.851 -2.054
106 H -2.665 -6.785 -2.968
107 H -3.104 -8.481 -2.711
108 C -6.542 -2.612 -8.085
109 C -8.030 -2.389 -7.558
110 O -8.206 -1.564 -6.637
111 O -8.876 -3.194 -7.877
112 H -6.039 -3.395 -7.517
113 H -6.026 -1.690 -7.817
114 H -6.344 -2.869 -9.125
115 C -8.387 -1.712 3.853
116 C -9.114 -2.336 5.074
117 O -8.991 -3.536 5.373
118 O -9.895 -1.651 5.755
119 H -9.124 -1.203 3.232
120 H -8.118 -2.540 3.197
121 H -7.503 -1.087 3.979
122 C -5.766 5.553 -0.037
123 C -7.184 5.891 -0.475
124 O -7.569 5.467 -1.602
125 O -7.959 6.369 0.349
126 H -5.020 6.201 -0.497
127 H -5.576 4.523 -0.337
128 H -5.657 5.532 1.047

Mulliken population analysis, charges in e, atoms 1 to 99: atom 1 (C): -1.39, atom 2 (C): 0.31, atom 3 (C): -0.87, atom 4 (O): -0.24, atom 5 (C): -0.82, atom 6 (N): -0.32, atom 7 (H): 0.34, atom 8 (H): 0.32, atom 9 (H): 0.35, atom 10 (H): 0.38, atom 11 (H): 0.43, atom 12 (H): 0.31, atom 13 (H): 0.32, atom 14 (H): 0.46, atom 15 (H): 0.50, atom 16 (H): 0.34, atom 17 (H): 0.20, atom 18 (H): 0.36, atom 19 (C): -1.56, atom 20 (C): 0.26, atom 21 (C): -0.74, atom 22 (O): -0.39, atom 23 (C): -0.70, atom 24 (N): -0.24, atom 25 (H): 0.35, atom 26 (H): 0.37, atom 27 (H): 0.36, atom 28 (H): 0.42, atom 29 (H): 0.37, atom 30 (H): 0.41, atom 31 (H): 0.23, atom 32 (H): 0.48, atom 33 (H): 0.48, atom 34 (H): 0.27, atom 35 (H): 0.33, atom 36 (H): 0.30, atom 37 (C): -1.36, atom 38 (C): 0.25, atom 39 (C): -0.77, atom 40 (O): -0.36, atom 41 (C): -0.79, atom 42 (N): -0.28, atom 43 (H): 0.38, atom 44 (H): 0.37, atom 45 (H): 0.34, atom 46 (H): 0.41, atom 47 (H): 0.44, atom 48 (H): 0.34, atom 49 (H): 0.25, atom 50 (H): 0.42, atom 51 (H): 0.40, atom 52 (H): 0.32, atom 53 (H): 0.30, atom 54 (H): 0.33, atom 55 (C): -1.13, atom 56 (C): -0.01, atom 57 (C): -0.75, atom 58 (O): -0.33, atom 59 (C): -0.74, atom 60 (N): -0.28, atom 61 (H): 0.36, atom 62 (H): 0.36, atom 63 (H): 0.34, atom 64 (H): 0.40, atom 65 (H): 0.30, atom 66 (H): 0.35, atom 67 (H): 0.38, atom 68 (H): 0.44, atom 69 (H): 0.42, atom 70 (H): 0.35, atom 71 (H): 0.29, atom 72 (H): 0.25, atom 73 (C): -0.67, atom 74 (C): 0.52, atom 75 (O): -0.73, atom 76 (O): -0.74, atom 77 (H): 0.22, atom 78 (H): 0.20, atom 79 (H): 0.21, atom 80 (C): -0.80, atom 81 (C): 0.53, atom 82 (O): -0.72, atom 83 (O): -0.72, atom 84 (H): 0.27, atom 85 (H): 0.27, atom 86 (H): 0.17, atom 87 (C): -0.69, atom 88 (C): 0.54, atom 89 (O): -0.73, atom 90 (O): -0.74, atom 91 (H): 0.19, atom 92 (H): 0.26, atom 93 (H): 0.18, atom 94 (C): -0.73, atom 95 (C): 0.57, atom 96 (O): -0.72, atom 97 (O): -0.78, atom 98 (H): 0.22, atom 99 (H): 0.31